This record from the OMol25 dataset describes a cluster of 2 separate species, C3H9NO4 in total. The level of theory is wB97M-V/def2-TZVPD.

```
17
Properties=species:S:1:pos:R:3:forces:R:3
O 2.5418 -1.3247 -1.9232 0.299 -0.318 0.171
O -1.0648 1.1520 1.3742 -0.056 0.315 0.056
O -0.0872 2.0201 -0.4331 0.034 -0.194 -0.205
O -2.1803 -0.9442 3.1178 0.400 -0.126 0.193
N -0.6140 -0.2186 -0.3689 -0.039 -0.111 -0.426
C 1.7836 -0.6142 -0.9503 -0.274 -0.139 -0.579
C 0.3135 -0.6328 -1.4126 0.277 0.274 0.273
C -0.6159 0.9910 0.2682 -0.063 -0.292 0.090
H 2.1318 0.4198 -0.9548 0.077 0.029 0.262
H 3.0510 -2.0413 -1.5175 -0.286 0.379 -0.069
H -1.1434 -0.9426 0.0917 0.190 0.138 0.229
H 0.0297 -1.6282 -1.7419 0.062 -0.098 0.094
H 0.2534 -0.0015 -2.3066 -0.216 -0.007 -0.003
H -1.5184 -0.2409 3.0531 -0.145 -0.093 -0.173
H -2.9649 -0.5389 2.7536 -0.277 0.165 -0.125
H 0.0351 1.7478 -1.3562 0.026 0.185 0.206
H 1.8807 -1.0187 0.0566 -0.012 -0.106 0.005
```
Positions in Å, forces in eV/Å.

E_tot	-12937.33836	eV
E_LUMO	0.0170	Ha
max |F|	0.013	Eh/bohr
HOMO	-10.1	eV
net charge	0
SMILES	O=C(O)NCCO.O